DFT (wB97M-V/def2-TZVPD) results for a structure of composition C54H44AsF6N6O3P2S2Ti at a distorted geometry.

Output
2S+1 = 2
ΔE to the lowest compared entry with this formula, charge and spin = 0.0 kJ/mol
calculated total energy = -212309.2973 eV
Kohn-Sham gap (spin up / spin down) = 5.4458 / 5.6248 eV

The geometry in XYZ format:
```
119
Properties=species:S:1:pos:R:3:lowdin_spin:R:1
Ti 0.236 0.565 -0.551 0.923
O 0.799 0.129 1.956 0.005
N 1.013 -0.671 0.866 -0.005
C 1.202 -1.895 1.115 0.000
C 1.570 -2.965 0.165 0.000
C 1.776 -4.194 0.781 0.000
C 2.210 -5.292 0.058 0.000
C 2.447 -5.152 -1.298 0.000
C 2.218 -3.933 -1.918 0.000
C 1.772 -2.821 -1.205 0.000
P 1.429 -1.248 -2.127 0.000
C 0.586 -2.044 -3.545 -0.001
C 1.246 -2.321 -4.736 0.000
C 0.596 -3.018 -5.747 0.000
C -0.710 -3.459 -5.568 0.000
C -1.365 -3.200 -4.370 0.000
C -0.718 -2.494 -3.365 0.000
C 3.084 -0.771 -2.733 0.001
C 3.217 0.371 -3.525 0.000
C 4.472 0.823 -3.899 0.000
C 5.613 0.160 -3.469 0.000
C 5.491 -0.963 -2.666 0.000
C 4.235 -1.426 -2.297 0.000
H 0.383 -0.524 2.635 0.000
H 1.131 -2.193 2.157 0.000
H 1.599 -4.277 1.847 0.000
H 2.361 -6.244 0.550 0.000
H 2.795 -5.995 -1.883 0.000
H 2.391 -3.847 -2.982 0.000
H 2.266 -1.980 -4.880 0.000
H 1.113 -3.221 -6.677 0.000
H -1.213 -4.002 -6.358 0.000
H -2.375 -3.558 -4.211 0.000
H -1.233 -2.294 -2.435 0.000
H 2.335 0.912 -3.834 0.000
H 4.558 1.717 -4.505 0.000
H 6.593 0.529 -3.741 0.000
H 6.375 -1.476 -2.309 0.000
H 4.166 -2.292 -1.653 0.000
S -1.156 -1.789 3.441 -0.001
C -1.245 -0.477 4.648 0.000
C -0.935 -0.760 5.986 0.000
C -0.919 0.231 6.956 0.000
C -1.217 1.543 6.622 0.000
C -1.535 1.850 5.308 0.000
C -1.574 0.865 4.323 0.000
As -2.013 1.240 2.470 0.001
C -2.164 3.207 2.548 0.000
C -3.345 3.918 2.342 0.000
C -3.344 5.311 2.333 0.000
C -2.160 6.012 2.523 0.000
C -0.977 5.313 2.736 0.000
C -0.982 3.925 2.744 0.000
C -3.917 0.779 2.471 0.001
C -4.599 0.833 1.257 0.000
C -5.928 0.429 1.166 0.000
C -6.587 -0.045 2.292 0.000
C -5.915 -0.096 3.509 0.000
C -4.589 0.314 3.598 0.000
H -0.685 -1.782 6.245 0.000
H -0.664 -0.024 7.979 0.000
H -1.213 2.319 7.379 0.000
H -1.765 2.875 5.043 0.000
H -4.278 3.388 2.192 0.000
H -4.272 5.848 2.175 0.000
H -2.158 7.096 2.505 0.000
H -0.046 5.850 2.887 0.000
H -0.050 3.390 2.903 0.000
H -4.095 1.205 0.367 0.000
H -6.442 0.484 0.212 0.000
H -7.618 -0.373 2.224 0.000
H -6.424 -0.457 4.395 0.000
H -4.075 0.266 4.551 0.000
N -1.277 8.117 -2.351 0.000
C -1.345 6.745 -2.223 0.000
C -0.580 6.085 -1.260 0.000
C -0.681 4.720 -1.101 0.000
C -1.549 3.995 -1.917 0.000
C -2.350 4.644 -2.860 0.000
C -2.239 6.006 -3.015 0.000
S -1.709 2.298 -1.602 0.001
O -1.108 2.100 -0.249 0.000
O -3.094 1.929 -1.729 0.000
N -0.726 1.293 -2.409 0.000
C -0.695 1.375 -3.797 0.000
N -1.532 2.215 -4.407 0.001
C -1.480 2.264 -5.730 0.000
C -0.608 1.489 -6.473 0.001
C 0.214 0.655 -5.740 0.000
N 0.182 0.597 -4.414 0.001
H -0.483 8.580 -1.945 0.000
H -1.616 8.525 -3.204 0.000
H 0.091 6.651 -0.624 0.000
H -0.105 4.223 -0.336 0.000
H -3.053 4.072 -3.447 0.000
H -2.854 6.520 -3.745 0.000
H -2.168 2.955 -6.209 0.000
H -0.568 1.537 -7.551 0.000
H 0.935 0.002 -6.225 0.000
N -1.363 -0.598 -0.359 0.004
C -2.384 -1.083 -0.488 0.032
C -3.688 -1.679 -0.647 0.002
C -4.477 -1.310 -1.725 0.005
C -5.707 -1.927 -1.885 -0.001
C -6.126 -2.888 -0.972 0.005
C -5.333 -3.226 0.117 -0.001
C -4.101 -2.617 0.289 0.005
H -4.128 -0.542 -2.406 0.000
H -6.338 -1.656 -2.721 0.000
H -7.084 -3.373 -1.108 0.000
H -5.674 -3.957 0.837 0.000
H -3.465 -2.847 1.137 0.000
F 1.441 2.427 -1.475 0.005
P 2.591 2.597 -0.276 0.001
F 3.706 2.790 -1.383 0.000
F 3.625 2.622 0.913 0.000
F 2.303 4.155 -0.190 0.000
F 1.347 2.308 0.762 0.013
F 2.719 0.945 -0.393 0.002
```

DFT (wB97M-V/def2-TZVPD) results for a cluster of 2 separate species, C5H12FN2 in total at a distorted geometry.

Output
2S+1 = 1
ΔE to the lowest compared entry with this formula, charge and spin = 210.0 kJ/mol
total charge = +1
calculated total energy = -11067.9892 eV
Kohn-Sham gap = 8.1142 eV

The geometry in XYZ format:
```
20
Properties=species:S:1:pos:R:3:nbo_charge:R:1
C 0.449 -0.479 -1.102 -0.148
C -0.286 -1.458 -0.535 -0.460
C 2.770 -0.133 -0.398 -0.607
C 1.399 0.455 -0.497 -0.096
C -2.316 0.535 0.322 0.703
N -3.446 0.259 0.962 -0.716
N 0.858 1.103 0.826 -0.861
F -2.258 0.897 -0.868 -0.194
H 0.525 -0.433 -2.165 0.218
H -0.374 -1.681 0.498 0.184
H 2.751 -1.135 0.167 0.210
H 3.061 -0.360 -1.432 0.238
H 3.218 0.558 0.241 0.221
H 1.474 1.298 -1.174 0.205
H -0.920 -2.151 -1.125 0.222
H -4.430 0.615 0.681 0.471
H -3.445 -0.232 1.855 0.456
H 0.696 0.359 1.500 0.335
H -1.370 0.485 0.887 0.245
H 1.643 1.498 1.359 0.374
```